(1)
Here is a molecular structure, C20H15BF5MgNO3S at a distorted geometry from OMol25. Energies are from ωB97M-V/def2-TZVPD.

Values from the calculation:
**Total charge**: 0
**E**: -2174.2011 Eh

Last column: natural (NBO) charge in e.
CARTESIAN COORDINATES (ANGSTROEM)
1 Mg -0.089 -0.324 -0.434  1.504
2 F -1.554 -2.666 5.715  -0.287
3 C -1.464 -2.648 4.386  0.248
4 C -0.669 -1.714 3.752  0.277
5 F 0.026 -0.824 4.460  -0.287
6 C -0.611 -1.734 2.375  0.289
7 F 0.189 -0.804 1.773  -0.355
8 C -1.286 -2.623 1.562  -0.230
9 S -1.143 -2.581 -0.202  -0.545
10 C -2.070 -3.545 2.242  0.301
11 F -2.765 -4.463 1.569  -0.292
12 C -2.165 -3.563 3.623  0.312
13 F -2.934 -4.470 4.224  -0.295
14 O 0.002 -0.801 -2.504  -0.794
15 C 1.192 -0.720 -3.317  -0.067
16 C 2.032 -1.974 -3.213  -0.418
17 C 2.297 -2.436 -1.774  -0.469
18 C 2.927 -1.376 -0.917  0.254
19 C 4.303 -1.312 -0.750  -0.251
20 C 4.859 -0.318 0.033  -0.134
21 C 4.025 0.604 0.643  -0.260
22 C 2.667 0.486 0.434  0.065
23 N 2.118 -0.476 -0.326  -0.590
24 H -0.595 -1.489 -2.819  0.505
25 H 1.723 0.151 -2.937  0.192
26 H 0.907 -0.505 -4.346  0.192
27 H 2.975 -1.774 -3.734  0.216
28 H 1.549 -2.793 -3.752  0.215
29 H 2.949 -3.310 -1.795  0.226
30 H 1.364 -2.752 -1.303  0.260
31 H 4.924 -2.055 -1.235  0.225
32 H 5.932 -0.266 0.169  0.226
33 H 4.408 1.397 1.268  0.234
34 H 1.979 1.188 0.892  0.216
35 O -1.729 2.233 0.842  -0.672
36 B -1.203 1.573 -0.305  0.284
37 O -1.638 2.313 -1.447  -0.692
38 C -2.398 3.358 -0.983  0.284
39 C -3.038 4.337 -1.705  -0.273
40 C -3.756 5.288 -0.975  -0.223
41 C -3.811 5.239 0.415  -0.227
42 C -3.150 4.236 1.130  -0.236
43 C -2.453 3.309 0.392  0.205
44 H -2.985 4.359 -2.786  0.221
45 H -4.281 6.076 -1.500  0.212
46 H -4.378 5.988 0.952  0.212
47 H -3.182 4.180 2.210  0.222

=====

(2)
Here is a molecular structure, C4H5LiO5Ru at a distorted geometry from OMol25. Energies are from ωB97M-V/def2-TZVPD.

Values from the calculation:
**Total charge**: +4
**Energy above the lowest of the compared OMol25 structures with the same formula, charge and spin**: 0.0 kcal/mol
**Multiplicity**: 7
**⟨S²⟩**: 12.01

Last column: Löwdin spin population.
CARTESIAN COORDINATES (ANGSTROEM)
1 O 0.798 -1.994 -2.629  0.230
2 C 0.025 -2.108 -1.656  0.043
3 O -0.574 -3.101 -1.296  0.047
4 O 0.002 -0.947 -0.839  0.022
5 C 0.078 0.166 1.244  0.047
6 C 0.019 -1.064 0.460  0.026
7 Li -0.437 -4.695 -2.315  0.002
8 H 0.180 -0.037 2.316  0.001
9 H 1.046 0.631 0.992  0.008
10 H -1.139 -0.046 1.121  0.015
11 H 0.458 -1.984 0.860  0.002
12 Ru 1.851 -0.787 -3.533  3.662
13 O -0.484 2.471 0.879  0.798
14 C -0.493 3.482 1.530  0.644
15 O -0.789 4.662 1.116  0.431
16 H -0.541 5.354 1.751  0.024

=====

(3)
Here is a molecular structure, H24O12 at a distorted geometry from OMol25. Energies are from ωB97M-V/def2-TZVPD.

Values from the calculation:
**Total charge**: 0
**Energy above the lowest of the compared OMol25 structures with the same formula, charge and spin**: 654.1 kcal/mol

Last column: natural (NBO) charge in e.
CARTESIAN COORDINATES (ANGSTROEM)
1 O 0.828 -1.082 1.694  -0.889
2 H -0.019 -1.086 1.248  0.454
3 H 1.156 -1.975 1.593  0.517
4 O 2.275 0.134 -0.965  -0.941
5 H 1.527 -0.096 -0.415  0.436
6 H 1.885 0.494 -1.762  0.447
7 O -1.835 1.006 -0.719  -0.841
8 H -2.359 1.597 -1.261  0.527
9 H -2.380 0.225 -0.620  0.407
10 O -1.894 -1.287 -0.251  -0.822
11 H -2.446 -0.796 -0.859  0.441
12 H -2.130 -2.203 -0.399  0.553
13 O -1.120 -0.113 1.281  -0.859
14 H -1.911 0.238 1.692  0.499
15 H -1.445 -0.697 0.595  0.452
16 O -1.612 -0.643 -2.480  -0.889
17 H -2.316 -0.340 -3.054  0.473
18 H -1.763 -0.185 -1.653  0.394
19 O 0.397 -0.337 -0.445  -1.001
20 H 0.560 0.114 0.383  0.537
21 H -0.551 -0.279 -0.567  0.456
22 O 0.276 1.131 1.457  -0.929
23 H 0.625 1.122 2.348  0.510
24 H -0.500 0.572 1.497  0.434
25 O -0.265 1.612 -1.905  -0.934
26 H -0.699 1.539 -1.054  0.456
27 H -0.781 1.052 -2.485  0.436
28 O 1.817 -1.982 -0.154  -1.010
29 H 2.313 -1.724 -0.932  0.510
30 H 0.906 -1.789 -0.375  0.455
31 O 2.336 0.209 1.891  -0.951
32 H 2.414 -0.068 2.804  0.418
33 H 1.731 -0.422 1.500  0.429
34 O 1.988 1.814 0.835  -0.989
35 H 1.087 1.517 0.962  0.412
36 H 1.903 2.731 0.575  0.402

=====

total charge of number 1 (C20H15BF5MgNO3S)? 0